Record 1
Density functional theory data (ωB97M-V with the def2-TZVPD basis set) for one molecule with the formula C4H6N2O at a distorted geometry.

Computed properties:
Spin multiplicity: 1
Kohn-Sham gap: 0.2761 Eh
SMILES: NC1=C=CN[C@@H]1O

Positions of all 13 atoms, in Å:
N 1.8412 0.6789 -0.4814
C 0.6209 0.1120 -0.5754
C -0.0483 -0.3274 -1.7183
C -1.2347 -0.7610 -1.1276
N -1.3153 -0.7501 0.2459
C -0.1222 -0.1587 0.6916
O -0.2593 0.9233 1.4940
H 1.9894 1.4318 0.1795
H 2.3291 0.8272 -1.3537
H -2.1196 -1.1373 -1.6389
H -2.1710 -0.7040 0.7792
H 0.5945 -0.9253 1.0798
H -0.1047 0.7906 2.4253

Löwdin population analysis, charges in e, atoms 1 to 6:
1 N 0.1398
2 C -0.3515
3 C -0.0628
4 C -0.1311
5 N 0.0530
6 C -0.4420



Record 2
Density functional theory data (ωB97M-V with the def2-TZVPD basis set) for one molecule with the formula C6H11N3O at a distorted geometry.

Computed properties:
Spin multiplicity: 1
Kohn-Sham gap: 0.3079 Eh

Positions of all 21 atoms, in Å:
C 1.3801 0.3593 -0.8656
C 2.7106 -0.0865 -0.4172
C -1.3335 -1.9185 0.5928
C -1.2362 1.8919 -0.2073
C -1.6609 -0.6399 -0.1010
C -0.9187 0.5855 0.4429
N 1.2931 -0.1271 1.3678
N 3.7633 -0.2054 -1.1740
N 0.6864 0.2963 0.3016
O 2.5893 -0.2969 0.9083
H 0.9852 0.6083 -1.8358
H -0.1530 -2.0317 0.4007
H -1.5625 -1.8221 1.6493
H -1.9850 -2.7471 0.1241
H -0.8071 1.9376 -1.2018
H -0.8168 2.5077 0.5381
H -2.2930 2.2385 -0.1040
H -2.6300 -0.1549 0.0170
H -1.5908 -0.7187 -1.2484
H -1.0553 0.6835 1.4397
H 4.6346 -0.3599 -0.6273

Löwdin population analysis, charges in e, atoms 1 to 6:
1 C 0.0279
2 C -0.4707
3 C -0.1080
4 C -0.0440
5 C -0.2640
6 C -0.2688



Record 3
Density functional theory data (ωB97M-V with the def2-TZVPD basis set) for C20H26IN3O2SSi2V as an isolated structure.

Computed properties:
Charge: +1
Spin multiplicity: 1
Kohn-Sham gap (alpha / beta): 0.2412 / 0.2416 Eh

Positions of all 56 atoms, in Å:
V -0.2698 -0.1723 -0.1301
C -0.1066 -4.1732 -1.3951
Si 0.9671 -3.1917 -0.2301
C 1.6164 -4.1649 1.2123
C 2.3064 -2.3023 -1.1607
N -0.0562 -1.8606 0.4712
C -1.2265 -1.9578 1.1914
C -1.9589 -3.1461 1.4089
C -3.1098 -3.1079 2.1414
C -3.6090 -1.8901 2.6460
C -2.9513 -0.7157 2.4221
C -1.7280 -0.7224 1.7155
N -0.9688 0.3915 1.4320
Si -1.0546 2.0510 2.1677
C -2.7079 2.7775 1.7083
C -0.8108 1.8171 3.9942
C 0.3380 2.9910 1.3736
H 0.5413 -4.7185 -2.0859
H -0.7441 -3.5193 -1.9944
H -0.7399 -4.9073 -0.8978
H 2.2315 -4.9927 0.8524
H 0.8179 -4.5891 1.8231
H 2.2405 -3.5406 1.8538
H 2.9939 -3.0513 -1.5619
H 2.8837 -1.6364 -0.5169
H 1.9230 -1.7323 -2.0101
H -1.5866 -4.0811 1.0157
H -3.6475 -4.0250 2.3395
H -4.5252 -1.8895 3.2205
H -3.3417 0.2184 2.8003
H -3.5244 2.4257 2.3391
H -2.9607 2.5609 0.6682
H -2.6612 3.8639 1.8145
H -1.5443 1.1364 4.4287
H -0.9101 2.7778 4.5046
H 0.1854 1.4271 4.2090
H 0.2032 3.1271 0.2980
H 1.3032 2.5139 1.5532
H 0.3738 3.9872 1.8215
I 2.3279 4.8825 -6.0288
C 2.3281 3.6781 -4.3307
C 1.1767 2.9821 -3.9838
C 1.1726 2.1818 -2.8555
C 2.3208 2.0757 -2.0738
C 3.4718 2.7771 -2.4291
C 3.4780 3.5789 -3.5547
C 2.3912 1.2393 -0.8625
O 3.3306 1.0752 -0.1541
O 1.1984 0.6050 -0.5440
H 0.2872 3.0625 -4.5931
H 0.2729 1.6406 -2.5950
H 4.3565 2.6847 -1.8139
H 4.3701 4.1237 -3.8295
S -2.8935 -0.1847 -3.8727
C -2.1658 -0.1888 -2.4933
N -1.6048 -0.1922 -1.4294

Löwdin population analysis, charges in e, atoms 1 to 6:
1 V 0.9924
2 C -0.1500
3 Si 0.4864
4 C -0.1489
5 C -0.1544
6 N -0.1114



Calculated total energy values, unit Eh, following the record order: -340.65885 -474.58005 -3311.29566.